1.
Entry from the OMol25 dataset: the ion C6H10N with charge +1 (ωB97M-V with the def2-TZVPD basis set).

Structure (XYZ):
```
17
C6H10N, DFT ωB97M-V with the def2-TZVPD basis set
C -2.87 0.72 0.11
C -2.13 -0.61 0.10
C -1.15 -0.89 -0.67
C 0.10 -0.69 -0.68
N 1.13 -0.28 -0.17
C 1.71 1.04 -0.56
C 2.16 -1.06 0.48
H -2.53 1.28 0.93
H -3.93 0.55 0.00
H -2.66 1.10 -0.92
H -2.65 -1.43 0.64
H 1.18 1.53 -1.29
H 1.71 1.70 0.28
H 2.77 0.79 -0.82
H 2.36 -0.41 1.34
H 1.70 -1.92 1.01
H 3.10 -1.43 0.23
```

As for the total charge: +1. The calculation puts the LUMO energy at -4.80 eV. As for the total energy: -7862.9788 eV. The SMILES is CC=C=C=[N+](C)C. The value obtained for the energy relative to the best compared isomer or geometry (same formula, charge and spin) is 325.1 kJ/mol.

2.
Entry from the OMol25 dataset: the ion C6H10N with charge +1 (ωB97M-V with the def2-TZVPD basis set).

Structure (XYZ):
```
17
C6H10N, DFT ωB97M-V with the def2-TZVPD basis set
C 0.92 1.25 0.14
C -0.32 0.74 0.26
C -2.30 -0.89 -0.32
C -2.93 0.32 0.23
C -1.43 0.18 0.22
C 1.90 0.14 -0.58
N 2.31 -0.92 0.26
H 0.94 2.09 -0.40
H -2.35 -1.78 0.29
H -2.16 -1.06 -1.39
H -3.14 1.23 -0.27
H -3.56 -0.02 1.07
H 1.57 1.42 1.12
H 2.67 0.86 -0.63
H 1.42 -0.17 -1.54
H 2.89 -0.62 1.03
H 1.80 -1.75 0.23
```

As for the total charge: +1. The calculation puts the LUMO energy at -5.40 eV. As for the total energy: -7862.8124 eV. The value obtained for the energy relative to the best compared isomer or geometry (same formula, charge and spin) is 341.2 kJ/mol.

3.
Entry from the OMol25 dataset: the ion C6H10N with charge +1 (ωB97M-V with the def2-TZVPD basis set).

Structure (XYZ):
```
17
C6H10N, DFT ωB97M-V with the def2-TZVPD basis set
C -2.71 2.19 1.99
N -1.86 1.93 1.26
C -0.65 1.93 0.63
C -0.28 0.86 -0.16
C 1.07 0.33 -0.66
C 1.27 -1.14 -0.20
C 0.45 -2.26 -0.96
H -3.46 2.50 2.70
H 0.14 2.65 1.00
H -1.05 0.07 -0.53
H 1.93 0.96 -0.39
H 1.14 0.38 -1.78
H 2.33 -1.44 -0.49
H 1.02 -1.13 0.93
H 0.73 -2.41 -2.05
H -0.72 -2.17 -0.80
H 0.64 -3.27 -0.48
```

As for the total charge: +1. The calculation puts the LUMO energy at -5.02 eV. As for the total energy: -7864.0777 eV. The SMILES is C#[N+]/C=C/CCC. The value obtained for the energy relative to the best compared isomer or geometry (same formula, charge and spin) is 219.1 kJ/mol.

4.
Entry from the OMol25 dataset: a structure of composition C6H10N2 (ωB97M-V with the def2-TZVPD basis set).

Structure (XYZ):
```
18
C6H10N2, DFT ωB97M-V with the def2-TZVPD basis set
C 0.13 1.46 -1.01
C -0.17 0.58 0.25
C -1.60 0.38 0.65
C -1.75 -0.80 -0.32
C -0.25 -0.91 0.04
C 1.71 -0.53 0.08
H 0.01 2.54 -0.45
H -0.60 1.52 -1.83
H 1.40 1.35 -1.10
H -1.65 0.47 1.87
H -1.93 1.51 0.32
H -1.81 -0.36 -1.26
H -2.53 -1.75 -0.25
H -0.34 -1.31 0.95
H 2.79 -0.25 -0.26
H 1.65 1.35 0.98
N 0.97 -1.27 -0.63
N 1.11 0.39 1.04
```

As for the total charge: 0. The calculation puts the LUMO energy at 0.95 eV. As for the total energy: -9358.2157 eV. The value obtained for the energy relative to the best compared isomer or geometry (same formula, charge and spin) is 600.3 kJ/mol.

no.,HOMO-LUMO gap (eV)
1,10.1274
2,8.0707
3,9.4437
4,10.2523